1.
24
Properties=species:S:1:pos:R:3 method="wB97M-V/def2-TZVPD" charge=-1 e_tot_ev=-19911.736 de_lowest_kcal_mol=0.0 homo_lumo_gap_ev=5.3
H 2.305 -0.066 2.258
H -0.817 -1.453 0.451
O -2.761 -1.209 -1.652
H -0.978 1.794 1.720
C -1.037 -0.409 0.657
H 1.299 -1.948 1.191
C 2.650 -1.162 -1.304
H -1.153 -2.492 -2.064
H 0.309 0.829 -0.550
H -2.748 -3.208 -2.286
C 0.071 1.716 1.443
C -2.215 -2.214 -2.350
Si 1.702 -0.539 0.991
C 0.212 0.499 0.482
H -2.129 -2.057 -3.464
H 0.121 3.862 1.426
N 2.960 -0.572 -0.285
H -1.330 -0.360 1.708
H 1.619 3.143 0.895
H -1.851 -0.133 -0.011
H 0.202 3.165 -0.183
C 0.536 3.038 0.843
O 2.393 -1.742 -2.270
H 0.639 1.520 2.352

***

2.
25
Properties=species:S:1:pos:R:3 method="wB97M-V/def2-TZVPD" charge=+1 e_tot_ev=-16117.582 de_lowest_kcal_mol=79.2 homo_lumo_gap_ev="8.0 / 8.4"
N -0.012 0.169 0.230
O -2.126 -1.677 -0.765
H 1.910 0.971 0.630
C 1.359 1.562 -1.455
O 0.142 1.734 -2.178
H -0.694 0.483 -0.419
H -0.391 1.050 2.156
H 0.403 1.648 -3.090
H 2.195 2.349 -1.369
H -2.544 -2.346 -1.199
O -1.789 -1.915 1.505
H -2.337 -0.384 2.705
H 0.300 -0.555 2.028
C -0.444 0.104 1.664
H -1.648 -3.338 0.256
H 1.967 0.942 -2.038
C -1.873 -0.482 1.744
C 1.006 1.238 0.015
C 0.592 -1.136 -0.195
H -2.596 0.148 1.096
H 0.864 -1.432 -1.211
H 2.058 -2.290 0.454
O 1.727 -1.385 0.680
H 0.595 2.173 0.441
C -1.620 -2.307 0.297

***

3.
29
Properties=species:S:1:pos:R:3 method="wB97M-V/def2-TZVPD" charge=0 smiles="CO[P@](=O)(O)OCCC(=O)O.CC(N)=O" e_tot_ev=-31563.729 de_lowest_kcal_mol=0.0 homo_lumo_gap_ev=9.9
H -0.226 -1.427 2.024
H -5.485 3.029 -0.107
H -3.652 0.309 0.643
H 3.910 1.496 0.206
H 0.170 -1.988 -0.471
H -4.834 -0.512 1.607
H -0.531 -0.685 -1.468
O 0.156 -0.590 1.755
H -4.159 2.039 -0.737
H 1.564 0.016 -1.969
O 4.589 -2.672 -0.564
H -5.782 1.893 -1.432
O 4.521 -0.197 -0.867
C 0.124 -0.925 -0.652
N -4.605 0.201 0.938
H 4.564 -3.216 0.227
O 3.553 -1.260 1.255
C -5.617 0.991 0.487
C 4.805 0.946 -0.036
H 5.427 1.592 -0.631
C -0.355 -0.185 0.568
O -6.760 0.844 0.870
H 5.310 0.654 0.866
O -1.090 0.781 0.478
C -5.225 2.054 -0.512
O 2.433 -1.603 -1.015
C 1.555 -0.464 -1.005
H 1.875 0.271 -0.276
P 3.768 -1.391 -0.182

***

4.
22
Properties=species:S:1:pos:R:3 method="wB97M-V/def2-TZVPD" charge=-1 e_tot_ev=-18771.361 de_lowest_kcal_mol=88.2 homo_lumo_gap_ev=5.2
H -2.155 -2.290 1.880
H -1.850 -0.500 -0.585
C -2.057 -1.458 -0.093
C 2.522 0.657 -0.444
H 2.788 0.410 -1.469
H 2.215 -0.180 0.184
H -2.646 -0.514 1.775
N 0.521 -1.571 1.488
C 1.315 1.650 -0.454
H 0.819 1.548 0.523
H 3.421 1.034 0.059
H -3.063 -1.733 -0.407
H -1.292 -2.145 -0.445
H 0.094 -0.962 0.676
C -0.563 -0.908 1.855
C -1.997 -1.312 1.425
H -0.683 1.532 -1.214
C 0.352 1.382 -1.583
H 0.396 0.332 -1.899
H -0.476 0.061 2.398
H 1.736 2.655 -0.536
S 0.602 2.312 -3.133

***

Please write out number 2 again, unchanged.
25
Properties=species:S:1:pos:R:3 method="wB97M-V/def2-TZVPD" charge=+1 e_tot_ev=-16117.582 de_lowest_kcal_mol=79.2 homo_lumo_gap_ev="8.0 / 8.4"
N -0.012 0.169 0.230
O -2.126 -1.677 -0.765
H 1.910 0.971 0.630
C 1.359 1.562 -1.455
O 0.142 1.734 -2.178
H -0.694 0.483 -0.419
H -0.391 1.050 2.156
H 0.403 1.648 -3.090
H 2.195 2.349 -1.369
H -2.544 -2.346 -1.199
O -1.789 -1.915 1.505
H -2.337 -0.384 2.705
H 0.300 -0.555 2.028
C -0.444 0.104 1.664
H -1.648 -3.338 0.256
H 1.967 0.942 -2.038
C -1.873 -0.482 1.744
C 1.006 1.238 0.015
C 0.592 -1.136 -0.195
H -2.596 0.148 1.096
H 0.864 -1.432 -1.211
H 2.058 -2.290 0.454
O 1.727 -1.385 0.680
H 0.595 2.173 0.441
C -1.620 -2.307 0.297